(1)
# C21H28ClF3LuN2O5S

C21H28ClF3LuN2O5S as an isolated structure at a distorted geometry (ωB97M-V with the def2-TZVPD basis set, the OMol25 dataset).

Values from the calculation:
LUMO level (alpha / beta) ... 0.1047 / 0.1054 Ha
Orbital gap (alpha / beta) ... 0.144 / 0.144 hartree
HOMO (alpha / beta) ... -0.0393 / -0.0382 hartree
Charge ... -1
Molecular weight ... 687.95 Da

Last column: natural (NBO) charge in e.
CARTESIAN COORDINATES (ANGSTROEM)
Lu -0.56375 0.28055 1.12998  1.860
Cl -1.41830 1.16776 3.24062  -0.643
N 1.61435 0.03662 1.82165  -0.853
N -2.23784 1.15126 -0.17708  -0.863
C 2.74012 0.06960 1.12607  0.410
C -2.23273 1.56076 -1.44230  0.403
C 1.89287 -0.76042 3.06765  0.085
C 3.12319 -1.55464 2.64639  -0.078
C 0.72671 -1.65831 3.47547  -0.631
C 2.25177 0.19865 4.19536  -0.614
H 0.60138 -2.47635 2.76032  0.229
H -0.21023 -1.08385 3.57183  0.232
H 0.95852 -2.08359 4.46039  0.209
H 3.18838 0.72489 3.96289  0.204
H 2.40290 -0.37803 5.11713  0.187
H 1.45470 0.93118 4.35556  0.233
C -3.68534 0.96620 0.20681  0.086
C -4.33108 0.76933 -1.15923  -0.079
C -4.16562 2.26188 0.84944  -0.617
C -3.92054 -0.22000 1.13905  -0.626
H -3.73305 -1.16665 0.61749  0.223
H -4.96786 -0.19277 1.46668  0.209
H -3.29046 -0.15257 2.03927  0.233
H -4.13749 3.08126 0.11715  0.204
H -3.53296 2.51901 1.70490  0.235
H -5.19957 2.13768 1.19045  0.187
O -3.35025 1.31322 -2.10985  -0.512
H -5.25786 1.32472 -1.29490  0.178
H -4.48400 -0.28635 -1.40785  0.182
O 3.63579 -0.84462 1.46927  -0.513
H 2.88364 -2.57764 2.33799  0.178
H 3.91954 -1.56928 3.39061  0.179
C 3.11683 1.03968 0.06400  -0.515
C -1.16474 2.32465 -2.14074  -0.478
C 0.14886 1.58288 -2.24875  0.025
H -1.00075 3.22926 -1.52897  0.180
H -1.57271 2.65052 -3.10860  0.225
C 0.97219 1.53968 -1.11241  -0.352
C 2.24660 0.95219 -1.16976  0.113
H 0.69739 2.14383 -0.22610  0.192
C 2.71242 0.43258 -2.37794  -0.065
C 1.89153 0.50205 -3.50086  -0.180
C 4.11050 -0.09393 -2.51983  -0.629
C 0.61839 1.06959 -3.45898  -0.048
H 2.28557 0.17265 -4.46044  0.191
C -0.16114 1.22213 -4.73037  -0.626
H 0.40943 0.81684 -5.56788  0.204
H -0.34986 2.27887 -4.95723  0.208
H -1.12747 0.71198 -4.70464  0.225
H 4.85514 0.67345 -2.27347  0.208
H 4.29630 -0.39273 -3.55361  0.204
H 4.30775 -0.96004 -1.88236  0.223
H 4.18796 0.90541 -0.13154  0.224
H 2.97465 2.03550 0.51924  0.183
F 0.67440 -4.13429 1.31076  -0.327
C -0.01451 -4.16472 0.13700  0.714
F 0.86068 -3.90388 -0.86005  -0.313
F -0.51066 -5.40758 -0.01760  -0.317
S -1.39295 -2.91212 0.14239  2.346
O -1.97224 -2.98387 -1.16517  -0.917
O -2.16351 -3.19708 1.32798  -0.930
O -0.61103 -1.62304 0.32668  -1.086

Forces on atoms 1 to 3 (eV/Å):
Lu 0.5 1.5 -0.4
Cl -0.2 0.2 0.6
N -2.4 -0.1 0.8

---

(2)
# C9H14

A 2-piece molecular cluster, C9H14 overall at a distorted geometry (ωB97M-V with the def2-TZVPD basis set, the OMol25 dataset).

Values from the calculation:
LUMO level ... 0.0371 Ha
Orbital gap ... 0.365 hartree
HOMO ... -0.3278 hartree
Molecular weight ... 122.21 Da

Last column: natural (NBO) charge in e.
CARTESIAN COORDINATES (ANGSTROEM)
C -3.21015 0.77564 1.26427  -0.618
C -2.96346 0.43168 -0.19521  -0.611
H -3.96837 1.51117 1.55764  0.206
H -3.56470 -0.10881 1.79588  0.201
H -2.33147 1.07514 1.84767  0.207
H -2.73396 -0.63490 -0.21769  0.199
H -2.21330 1.02715 -0.69038  0.213
H -3.92268 0.51385 -0.72241  0.207
C 2.72557 -1.67203 1.02663  -0.634
C 1.97073 1.25644 -1.19422  -0.198
C 2.67959 0.38088 -0.40742  -0.232
C 0.64757 1.02821 -1.50820  -0.239
C 1.97552 -0.67567 0.18316  0.010
C 0.02541 -0.14630 -1.09890  -0.193
C 0.64131 -0.96302 -0.12589  -0.231
H 2.47211 1.96099 -1.85606  0.211
H 3.70206 0.60603 -0.12249  0.213
H 0.14690 1.63570 -2.25409  0.211
H -1.02195 -0.39139 -1.25296  0.218
H 3.20668 -2.40580 0.35807  0.218
H 2.05024 -2.27559 1.62320  0.215
H 0.11908 -1.71185 0.45303  0.211
H 3.56729 -1.21750 1.53638  0.215

Forces on atoms 1 to 3 (eV/Å):
C 0.0 0.0 1.6
C -1.5 -0.2 0.4
H 0.1 0.2 -0.9

---

(3)
# C5H8O

A 2-piece molecular cluster, C5H8O overall (ωB97M-V with the def2-TZVPD basis set, the OMol25 dataset).

Values from the calculation:
LUMO level ... 0.0334 Ha
Orbital gap ... 0.352 hartree
HOMO ... -0.3186 hartree
Molecular weight ... 84.12 Da

Last column: natural (NBO) charge in e.
CARTESIAN COORDINATES (ANGSTROEM)
C -1.01750 0.66841 -0.53539  -0.384
C -1.48409 -0.14674 0.62125  -0.381
C -0.01282 -0.03458 0.32988  -0.279
C 0.85986 -1.20190 -0.01928  0.298
O 1.84919 -0.71733 0.74084  -0.465
C 1.14209 0.48333 1.16089  -0.062
H -1.16194 0.28905 -1.54288  0.234
H -1.06058 1.75081 -0.44120  0.221
H -1.86291 0.36288 1.50266  0.221
H -1.93079 -1.11662 0.42016  0.231
H 1.00786 -1.27915 -2.34056  0.013
H 1.01677 -0.96314 -3.01830  -0.032
H 1.02801 0.51116 2.24803  0.192
H 1.65655 1.37762 0.79788  0.193

Forces on atoms 1 to 3 (eV/Å):
C 0.0 0.1 -0.2
C -0.2 -0.1 0.1
C 0.1 -0.1 0.0

---

| no. | E_tot (Ha) |
| --- | --- |
| 1 | -3696.37830 |
| 2 | -351.29597 |
| 3 | -270.36510 |